(1)
ORCA calculation (ωB97M-V/def2-TZVPD) on a cluster of 2 separate species, C3H10NS in total at a distorted geometry.

Summary:
HOMO level: -2.1 eV
ΔE to the lowest compared entry with this formula, charge and spin: 2.313 eV
Electronic energy: -573.19711 Eh
Charge: -1
Frontier orbital gap: 6.203 eV

Atoms and positions in Å:
C1 -1.51 -1.89 -0.21
S1 -2.52 -0.80 0.78
H1 -0.44 -2.04 0.16
H2 -1.63 -1.69 -1.21
H3 -2.00 -2.85 -0.10
C2 0.37 1.60 -0.93
N1 1.57 1.02 -0.09
C3 0.99 0.43 1.11
H4 0.64 1.50 -1.95
H5 0.26 2.67 -0.72
H6 -0.47 1.13 -0.70
H7 2.07 0.41 -0.70
H8 0.80 1.02 2.12
H9 0.17 -0.26 0.94
H10 1.70 -0.26 1.51

Atom charges from the Mulliken analysis, given in e for atoms 1 to 5: C -0.8203; S -0.7123; H 0.1524; H 0.1857; H 0.2778

***

(2)
ORCA calculation (ωB97M-V/def2-TZVPD) on a structure of composition C2H9NO at a distorted geometry.

Summary:
HOMO level: -9.3 eV
ΔE to the lowest compared entry with this formula, charge and spin: 3.504 eV
Electronic energy: -211.45631 Eh
Frontier orbital gap: 10.398 eV

Atoms and positions in Å:
N1 -0.32 -2.35 0.58
H1 -1.05 -1.95 0.00
H2 -3.86 3.92 3.78
H3 -0.44 -3.18 1.15
H4 0.56 -2.43 0.12
C1 2.00 0.02 -1.24
O1 0.96 -0.86 -1.43
C2 0.62 0.52 -1.20
H5 2.62 0.49 -0.46
H6 2.54 0.18 -2.18
H7 0.18 0.50 -0.18
H8 0.00 0.92 -2.00
H9 -3.82 4.22 3.03

Atom charges from the Mulliken analysis, given in e for atoms 1 to 5: N -0.5795; H 0.1945; H 0.0024; H 0.1939; H 0.2076

***

(3)
ORCA calculation (ωB97M-V/def2-TZVPD) on a structure of composition Cd3N7O21 at a distorted geometry.

Summary:
HOMO level: -6.7 eV
ΔE to the lowest compared entry with this formula, charge and spin: 1.575 eV
Electronic energy: -2464.89106 Eh
Charge: -1
Frontier orbital gap: 1.806 eV

Atoms and positions in Å:
Cd1 -4.63 15.09 8.98
Cd2 1.75 18.71 7.74
Cd3 -3.07 23.46 13.69
N1 2.98 23.76 7.70
O1 2.60 22.63 8.05
O2 2.27 24.39 6.91
O3 4.03 24.12 8.14
N2 -7.73 21.72 13.53
O4 -7.80 21.37 14.81
O5 -6.87 22.56 13.38
O6 -8.25 21.03 12.73
N3 -2.44 19.01 11.11
O7 -2.54 20.03 11.83
O8 -3.36 18.24 11.15
O9 -1.49 18.97 10.26
N4 -8.27 18.18 7.64
O10 -7.43 17.38 7.61
O11 -9.41 17.81 8.11
O12 -8.21 19.13 6.89
N5 -2.91 18.09 5.21
O13 -3.91 18.32 4.50
O14 -1.90 18.81 5.32
O15 -2.96 17.08 5.94
N6 4.25 16.11 11.61
O16 3.91 14.95 11.85
O17 3.61 16.80 10.82
O18 4.75 16.74 12.43
N7 -7.63 14.66 13.03
O19 -6.90 14.30 12.12
O20 -7.44 14.17 14.09
O21 -8.52 15.57 13.00

Atom charges from the Mulliken analysis, given in e for atoms 1 to 5: Cd 0.7015; Cd 0.7796; Cd 0.4186; N 1.0729; O -0.4887

***

- Which formula does entry 2 have?
  C2H9NO

***

- Look up the electronic energy of the third one.
  -2464.89106 Eh

***

Copy entry 2 word for word.
ORCA calculation (ωB97M-V/def2-TZVPD) on a structure of composition C2H9NO at a distorted geometry.

Summary:
HOMO level: -9.3 eV
ΔE to the lowest compared entry with this formula, charge and spin: 3.504 eV
Electronic energy: -211.45631 Eh
Frontier orbital gap: 10.398 eV

Atoms and positions in Å:
N1 -0.32 -2.35 0.58
H1 -1.05 -1.95 0.00
H2 -3.86 3.92 3.78
H3 -0.44 -3.18 1.15
H4 0.56 -2.43 0.12
C1 2.00 0.02 -1.24
O1 0.96 -0.86 -1.43
C2 0.62 0.52 -1.20
H5 2.62 0.49 -0.46
H6 2.54 0.18 -2.18
H7 0.18 0.50 -0.18
H8 0.00 0.92 -2.00
H9 -3.82 4.22 3.03

Atom charges from the Mulliken analysis, given in e for atoms 1 to 5: N -0.5795; H 0.1945; H 0.0024; H 0.1939; H 0.2076

***

- Which value of frontier orbital gap does entry 1 give?
  6.203 eV